Molecular formula: C17H17N5O
Method: DFT, wB97M-V/def2-TZVPD

Last column: natural (NBO) charge in e.
Atoms and positions in Å:
C 4.444 2.227 -1.167  -0.622
C 3.073 2.136 -0.571  -0.048
C 2.408 3.319 -0.187  -0.165
C 1.143 3.293 0.326  -0.217
C 0.476 2.063 0.503  0.190
N -0.794 2.059 0.951  -0.508
C -1.378 0.884 1.060  0.558
N -2.667 0.870 1.493  -0.581
C -3.495 -0.300 1.341  -0.319
C -4.098 -0.395 -0.064  0.637
O -3.800 -1.237 -0.883  -0.618
N -5.001 0.577 -0.331  -0.466
N -5.549 0.762 -1.617  -0.645
N -0.803 -0.314 0.847  -0.508
C 0.442 -0.342 0.436  0.280
C 1.026 -1.680 0.268  -0.013
C 0.271 -2.671 -0.355  -0.194
C 0.791 -3.940 -0.521  -0.209
C 2.060 -4.239 -0.052  -0.205
C 2.804 -3.266 0.594  -0.204
C 2.293 -1.991 0.755  -0.223
C 1.160 0.860 0.175  -0.113
C 2.446 0.930 -0.392  -0.185
H 5.136 2.679 -0.456  0.217
H 4.818 1.243 -1.438  0.216
H 4.430 2.854 -2.058  0.217
H 2.914 4.264 -0.324  0.209
H 0.619 4.197 0.593  0.224
H -3.102 1.779 1.527  0.397
H -4.292 -0.280 2.090  0.210
H -2.857 -1.173 1.491  0.263
H -5.186 1.333 0.311  0.382
H -4.870 0.403 -2.290  0.371
H -6.389 0.189 -1.714  0.350
H -0.720 -2.427 -0.708  0.239
H 0.203 -4.701 -1.013  0.216
H 2.466 -5.232 -0.181  0.213
H 3.786 -3.502 0.978  0.213
H 2.862 -1.243 1.288  0.219
H 2.930 0.016 -0.705  0.218

Calculated values
Spin multiplicity = 1
Energy above the lowest of the compared OMol25 structures with the same formula, charge and spin = 0.0 kJ/mol
Frontier orbital gap = 0.2945 Eh
SMILES = Cc1ccc2nc(NCC(=O)NN)nc(-c3ccccc3)c2c1

***

Molecular formula: C17H17N5O3S
Method: DFT, wB97M-V/def2-TZVPD

Last column: natural (NBO) charge in e.
Atoms and positions in Å:
C 4.751 3.429 1.572  -0.632
C 4.018 2.274 0.965  -0.038
C 4.640 1.490 -0.005  -0.183
C 3.971 0.375 -0.568  -0.196
C 2.688 0.034 -0.167  -0.203
C 2.079 0.795 0.866  0.093
N 0.794 0.542 1.306  -0.468
C 0.595 -0.079 2.528  0.433
N 1.599 -0.871 3.049  -0.802
C -0.595 -0.050 3.190  -0.426
C -1.610 0.709 2.584  0.583
O -2.691 0.786 3.125  -0.601
N -1.428 1.307 1.333  -0.553
C -0.285 1.218 0.735  0.340
S -0.091 2.088 -0.815  0.275
C -1.806 1.983 -1.519  -0.594
C -2.097 0.540 -1.975  0.668
O -1.717 0.189 -3.102  -0.609
N -2.808 -0.337 -1.162  -0.616
C -3.255 -1.605 -1.496  0.307
C -3.235 -2.410 -2.683  -0.371
C -3.879 -3.586 -2.376  0.341
C -4.109 -4.766 -3.275  -0.660
O -4.368 -3.512 -1.093  -0.290
N -3.932 -2.244 -0.605  -0.164
C 2.749 1.932 1.399  -0.163
H 5.846 3.388 1.324  0.220
H 4.373 4.359 1.128  0.230
H 4.670 3.430 2.668  0.225
H 5.635 1.729 -0.370  0.217
H 4.446 -0.142 -1.393  0.223
H 2.176 -0.787 -0.605  0.232
H 1.588 -1.075 4.027  0.406
H 2.501 -0.773 2.595  0.397
H -0.767 -0.505 4.147  0.238
H -1.875 2.647 -2.393  0.269
H -2.557 2.299 -0.789  0.257
H -2.986 0.033 -0.213  0.444
H -2.735 -2.119 -3.602  0.254
H -3.628 -4.691 -4.239  0.236
H -3.725 -5.631 -2.808  0.230
H -5.189 -4.944 -3.444  0.233
H 2.248 2.551 2.157  0.219

Calculated values
Spin multiplicity = 1
Energy above the lowest of the compared OMol25 structures with the same formula, charge and spin = 179.0 kJ/mol
Frontier orbital gap = 0.3249 Eh
SMILES = Cc1cccc(-n2c(N)cc(=O)nc2SCC(=O)Nc2cc(C)on2)c1

***

Molecular formula: C17H17N7O4
Method: DFT, wB97M-V/def2-TZVPD

Last column: natural (NBO) charge in e.
Atoms and positions in Å:
H -3.653 2.052 -0.601  0.336
N -3.975 2.478 0.239  -0.818
C -3.095 3.325 0.752  0.551
N -3.604 4.335 1.481  -0.832
N -1.802 3.403 0.494  -0.467
N -1.163 2.613 -0.369  -0.289
C -0.307 1.668 -0.070  0.102
C 0.270 0.901 -1.174  0.059
C 0.856 -0.354 -1.039  0.151
C 0.887 -1.225 0.143  -0.090
C 0.254 -2.460 0.179  -0.205
C 0.295 -3.251 1.389  0.308
O -0.365 -4.485 1.488  -0.519
C -1.777 -4.374 1.915  -0.217
C 1.061 -2.697 2.473  0.045
N 1.174 -3.411 3.773  0.493
O 0.316 -4.292 4.112  -0.397
O 2.074 -3.192 4.549  -0.351
C 1.734 -1.444 2.375  -0.251
C 1.666 -0.675 1.160  0.301
O 2.296 0.534 1.140  -0.533
C 3.741 0.495 1.576  -0.260
N 1.297 -0.924 -2.227  -0.449
C 0.984 0.044 -3.054  0.354
C 1.117 -0.089 -4.549  -0.209
C 0.528 0.830 -5.391  -0.202
C -0.217 1.930 -4.754  -0.260
C -0.339 2.053 -3.335  0.016
N 0.425 1.199 -2.537  -0.332
H -3.150 4.589 2.370  0.373
H -4.608 4.456 1.423  0.417
H -1.351 4.104 1.138  0.376
H -0.040 1.478 0.938  0.195
H -0.359 -2.867 -0.611  0.247
H -2.338 -4.421 1.076  0.173
H -1.899 -3.393 2.341  0.181
H -1.974 -5.134 2.588  0.201
H 2.133 -0.885 3.287  0.253
H 4.296 1.277 0.871  0.207
H 4.198 -0.432 1.336  0.200
H 3.844 0.791 2.658  0.198
H 1.600 -1.017 -4.906  0.239
H 0.576 0.810 -6.464  0.228
H -0.769 2.742 -5.252  0.230
H -0.836 2.915 -2.932  0.249

Calculated values
Spin multiplicity = 1
Energy above the lowest of the compared OMol25 structures with the same formula, charge and spin = 181.7 kJ/mol
Frontier orbital gap = 0.2752 Eh
SMILES = [H]/N=C(/N)N/N=C/c1c(-c2cc(OC)c([N+](=O)[O-])cc2OC)nc2ccccn12